No. 1
The following is a DFT calculation (the ωB97M-V functional and the def2-TZVPD basis) of a cluster of 2 separate species, C18H27N3O6 in total in a non-equilibrium geometry.

Structure (ORCA input):
```
! RIJCOSX wB97M-V def2-TZVPD def2/J DEFGRID3
* xyz 0 1
C -3.836 -2.751 -4.071
N -3.284 -2.262 -2.809
C -1.973 -2.187 -2.533
O -1.134 -2.485 -3.373
C -1.543 -1.625 -1.163
N -2.658 -1.155 -0.301
C -3.629 -1.839 0.306
C -3.627 -3.355 0.354
O -4.533 -1.229 0.848
C -0.546 -2.503 -0.372
C 0.773 -2.816 -1.075
O -0.200 -1.828 0.822
H -3.424 -3.735 -4.301
H -4.923 -2.823 -4.005
H -3.569 -2.068 -4.881
H -3.931 -1.939 -2.106
H -0.973 -0.742 -1.436
H -2.750 -0.156 -0.203
H -2.905 -3.691 1.095
H -3.392 -3.784 -0.615
H -4.617 -3.695 0.658
H -1.013 -3.451 -0.113
H 1.480 -3.236 -0.360
H 0.611 -3.549 -1.864
H 1.195 -1.909 -1.508
H -0.969 -1.830 1.400
C 5.587 2.215 -0.889
O 4.625 1.549 -0.056
C 3.323 1.718 -0.433
O 2.961 2.375 -1.411
C 2.259 1.003 0.452
N 1.012 0.602 -0.258
C 0.050 1.691 -0.493
C -0.496 2.120 0.859
C 0.621 2.429 1.823
C 0.359 3.274 2.908
C 1.355 3.564 3.838
O 1.101 4.406 4.881
C 2.615 2.992 3.701
C 2.894 2.148 2.622
C 1.908 1.867 1.660
H 5.419 3.297 -0.889
H 5.528 1.848 -1.920
H 6.597 2.024 -0.514
H 2.734 0.086 0.814
H 0.567 -0.181 0.236
H -0.767 1.361 -1.139
H 0.524 2.543 -0.988
H -1.131 3.001 0.724
H -1.114 1.319 1.274
H -0.628 3.708 3.020
H 0.192 4.739 4.820
H 3.380 3.219 4.436
H 3.892 1.728 2.524
*
```

## Properties
Structure (SMILES) = CNC(=O)[C@@H](NC(C)=O)[C@@H](C)O.COC(=O)[C@@H]1NCCc2cc(O)ccc21
Energy relative to the best compared isomer or geometry (same formula, charge and spin) = 0.0 kJ/mol
Frontier orbital gap = 8.8 eV

natural (NBO) atomic charge list, values in e, 2 entries: -0.412 -0.609

No. 2
The following is a DFT calculation (the ωB97M-V functional and the def2-TZVPD basis) of the molecule C18H27N5O3 in a non-equilibrium geometry.

Structure (ORCA input):
```
! RIJCOSX wB97M-V def2-TZVPD def2/J DEFGRID3
* xyz 0 1
C -4.678 -3.011 -1.337
C -5.045 -1.940 -0.460
O -4.275 -1.001 -0.585
C -3.278 -1.019 0.411
O -3.111 -2.056 1.203
C -2.378 0.265 0.189
C -2.781 1.352 -0.606
N -1.989 2.369 -0.706
C -0.970 2.681 0.055
C -0.415 1.478 0.796
C 0.736 2.230 1.568
C 1.579 1.772 2.675
N 0.884 3.167 0.916
N -0.205 3.647 0.019
C -0.290 4.731 -0.597
C 0.498 4.522 -1.930
C -1.193 0.243 1.144
N -0.679 -0.945 1.810
C 0.607 -1.318 1.833
C 0.822 -2.322 0.540
N 1.956 -2.063 0.008
C 3.300 -2.179 0.663
C 4.409 -2.315 -0.206
O 4.517 -1.050 -1.442
C 3.400 -1.055 -1.927
C 2.127 -1.151 -0.976
H -5.446 -3.754 -1.519
H -3.763 -3.389 -1.129
H -4.400 -2.531 -2.514
H -5.128 -2.250 0.528
H -6.099 -1.542 -0.801
H -3.785 1.334 -1.013
H 0.946 1.213 3.448
H 2.570 1.133 2.464
H 1.789 2.697 3.415
H 0.374 5.418 0.026
H -1.225 5.065 -0.905
H 0.004 3.934 -2.633
H 1.753 4.371 -1.797
H 0.558 5.492 -2.458
H -1.412 -1.509 2.048
H 0.973 -1.587 2.668
H 1.280 -0.378 1.692
H 0.928 -3.121 1.095
H 0.056 -2.260 -0.241
H 3.240 -3.341 1.171
H 3.440 -1.511 1.296
H 5.395 -2.429 0.022
H 4.391 -3.225 -0.982
H 3.457 -0.211 -2.446
H 3.183 -1.833 -2.630
H 1.232 -0.743 -1.588
H 2.142 -0.076 -0.272
*
```

## Properties
Structure (SMILES) = CCOC(=O)c1cnc2c(c(C)nn2CC)c1NCCN1CCOCC1
Energy relative to the best compared isomer or geometry (same formula, charge and spin) = 1911.6 kJ/mol
Frontier orbital gap = 7.7 eV

natural (NBO) atomic charge list, values in e, 2 entries: -0.581 -0.068

No. 3
The following is a DFT calculation (the ωB97M-V functional and the def2-TZVPD basis) of the molecule C18H27NO3.

Structure (ORCA input):
```
! RIJCOSX wB97M-V def2-TZVPD def2/J DEFGRID3
* xyz 0 1
C -0.088 3.793 -2.167
O -0.811 3.184 -1.129
C -0.121 2.412 -0.220
C 1.235 2.146 -0.252
C 1.822 1.350 0.730
C 3.280 0.979 0.627
N 3.427 -0.192 -0.222
C 3.372 -1.448 0.287
O 3.502 -1.684 1.469
C 3.171 -2.533 -0.762
C 1.875 -2.333 -1.554
C 0.664 -2.179 -0.635
C -0.599 -1.786 -1.405
C -1.740 -1.540 -0.468
C -2.919 -2.131 -0.546
C -4.100 -1.902 0.355
C -3.774 -1.082 1.599
C -5.218 -1.228 -0.448
C 1.034 0.820 1.739
C -0.325 1.083 1.781
C -0.913 1.871 0.807
O -2.249 2.116 0.842
H 0.680 4.469 -1.777
H 0.379 3.049 -2.821
H -0.816 4.366 -2.739
H 1.856 2.555 -1.035
H 3.676 0.707 1.606
H 3.870 1.796 0.204
H 3.194 -0.063 -1.194
H 3.142 -3.488 -0.236
H 4.028 -2.538 -1.439
H 1.955 -1.446 -2.190
H 1.728 -3.188 -2.217
H 0.869 -1.410 0.113
H 0.489 -3.115 -0.102
H -0.859 -2.564 -2.125
H -0.396 -0.864 -1.962
H -1.527 -0.825 0.312
H -3.104 -2.841 -1.345
H -4.462 -2.888 0.676
H -4.652 -1.016 2.239
H -3.474 -0.072 1.330
H -2.972 -1.550 2.165
H -6.108 -1.109 0.165
H -4.893 -0.245 -0.781
H -5.477 -1.821 -1.322
H 1.484 0.190 2.490
H -0.948 0.679 2.563
H -2.468 2.683 0.090
*
```

## Properties
Structure (SMILES) = COc1cc(CNC(=O)CCCC/C=C/C(C)C)ccc1O
Energy relative to the best compared isomer or geometry (same formula, charge and spin) = 90.6 kJ/mol
Frontier orbital gap = 8.9 eV

natural (NBO) atomic charge list, values in e, 2 entries: -0.247 -0.520

No. 4
The following is a DFT calculation (the ωB97M-V functional and the def2-TZVPD basis) of a structure of composition C18H28BClI2N2O6S in a non-equilibrium geometry.

Structure (ORCA input):
```
! RIJCOSX wB97M-V def2-TZVPD def2/J DEFGRID3
* xyz 0 1
C -0.968 -0.536 3.952
C -1.349 -1.309 2.643
I -2.152 -3.312 2.884
C -1.164 -0.749 1.403
I -1.708 -1.904 -0.372
C -0.563 0.645 1.113
C -1.104 1.931 1.590
C -2.376 1.974 2.497
B -3.101 3.418 2.581
O -2.458 4.413 3.375
O -4.289 3.793 1.913
C -0.363 3.199 1.146
C 0.812 3.179 0.266
Cl 1.578 4.725 -0.240
C 1.422 1.904 -0.247
N 2.530 1.762 -1.077
S 2.595 0.091 -1.255
N 1.333 -0.427 -0.329
C 0.673 0.664 0.221
H -0.134 0.205 3.834
H -1.925 -0.061 4.335
H -0.667 -1.295 4.732
H -3.163 1.236 2.142
H -2.047 1.720 3.555
H -1.605 4.039 3.677
H -4.088 3.961 0.970
H -0.683 4.227 1.473
C 8.207 3.722 0.073
O 8.357 3.789 -1.337
C 8.881 2.586 -1.889
C 7.781 1.711 -2.475
O 6.893 1.241 -1.466
C 5.699 2.007 -1.388
H 7.533 4.524 0.380
H 7.783 2.770 0.399
H 9.177 3.875 0.556
H 9.461 2.037 -1.141
H 9.563 2.875 -2.695
H 8.240 0.830 -2.932
H 7.230 2.244 -3.257
H 5.016 1.706 -2.187
H 5.890 3.080 -1.459
H 5.227 1.803 -0.427
C -6.270 -4.594 0.299
O -5.445 -3.919 -0.639
C -4.586 -4.804 -1.348
C -5.142 -5.143 -2.724
O -6.356 -5.883 -2.631
C -7.506 -5.068 -2.800
H -7.092 -3.929 0.568
H -6.690 -5.516 -0.107
H -5.693 -4.822 1.202
H -4.398 -5.712 -0.766
H -3.631 -4.285 -1.476
H -4.421 -5.778 -3.246
H -5.286 -4.238 -3.324
H -7.663 -4.868 -3.865
H -7.426 -4.121 -2.261
H -8.368 -5.614 -2.415
*
```

## Properties
Frontier orbital gap = 7.2 eV

natural (NBO) atomic charge list, values in e, 2 entries: -0.677 -0.131

Number 1: lowest unoccupied orbital energy 0.47 eV, energy -1317.8366 a.u.. Number 2: lowest unoccupied orbital energy 0.52 eV, energy -1200.9490 a.u.. Number 3: lowest unoccupied orbital energy 0.54 eV, energy -982.5651 a.u.. Number 4: lowest unoccupied orbital energy -1.54 eV, energy -2742.1455 a.u..